No. 1
The following is a DFT calculation (ωB97M-V/def2-TZVPD) of a structure of composition C3H2ClFOS.

As for the multiplicity: 1. Its charge is 0. For the frontier orbital gap, the calculation gives 8.66 eV. The calculation puts the energy above the lowest of the compared OMol25 structures with the same formula, charge and spin at 2.2689 eV. For the HOMO energy, the calculation gives -0.325 hartree.

CARTESIAN COORDINATES (ANGSTROEM)
O -1.20601 2.97533 0.94218
C 0.57278 -1.76301 -0.02160
F 0.16696 -2.52487 1.07780
C -0.00321 -0.49052 -0.43222
S -1.05786 0.29485 0.75280
Cl 1.36086 -2.95923 -0.97969
C -0.59459 2.21970 0.34066
H 0.12703 -0.07535 -1.47655
H 0.63405 2.32310 -0.20339

Here are the Mulliken charges for atoms 1 to 8, given in e: -0.275 0.359 -0.204 -0.344 -0.100 -0.150 0.104 0.364

=====

No. 2
The following is a DFT calculation (ωB97M-V/def2-TZVPD) of the molecule C13H18N2O3S.

As for the multiplicity: 1. Its charge is 0. For the frontier orbital gap, the calculation gives 8.83 eV. Its structure (SMILES) is COC(=O)Cc1ccc(NC(=S)NCCCO)cc1. The calculation puts the energy above the lowest of the compared OMol25 structures with the same formula, charge and spin at 1.1101 eV. For the HOMO energy, the calculation gives -0.309 hartree.

CARTESIAN COORDINATES (ANGSTROEM)
H -6.42204 1.62388 1.67496
H -3.24499 1.66776 -1.13875
N 3.24041 1.13696 0.54674
H 3.21669 1.99478 0.01336
H -4.27229 -1.87148 -1.57184
H 0.19905 -1.70933 -0.13177
N 1.07553 0.87941 -0.10863
O -5.11363 -1.75025 0.88494
C -4.97810 -0.81788 0.14129
C 5.51902 0.39146 -0.07540
H 4.09222 -0.58867 -1.38455
C 5.06306 -0.81083 -0.91616
C -6.06752 0.59650 1.65786
H 5.79244 -0.97796 -1.71393
H -4.73160 -0.16692 -1.87921
H 6.48042 0.15299 0.37991
C -0.54600 -0.96365 -0.34712
H -5.35886 0.42145 2.46985
O -5.42904 0.41542 0.40131
H -6.90139 -0.10043 1.76296
H -0.95149 2.37895 -0.65302
S 2.17173 -1.16713 1.22194
H 4.93987 1.57318 1.63738
H 1.16699 1.86149 -0.34365
H 4.39035 -0.11341 1.70354
C -1.20015 1.32591 -0.64224
O 5.00582 -2.00467 -0.19056
H -2.08919 -2.40404 -0.61251
H 5.65247 1.25063 -0.73687
H 4.22838 -1.98090 0.39110
C -2.82814 -0.42137 -0.91879
C 2.15551 0.32580 0.50735
C -2.49069 0.92661 -0.92012
C -4.24630 -0.85319 -1.18624
C 4.53675 0.74579 1.04567
C -1.84306 -1.35327 -0.62416
C -0.21223 0.38637 -0.34459

Here are the Mulliken charges for atoms 1 to 8, given in e: 0.227 0.360 -0.181 0.203 0.431 0.309 -0.221 -0.582

=====

No. 3
The following is a DFT calculation (ωB97M-V/def2-TZVPD) of a cluster of 2 separate species, C4H9N2O in total.

As for the multiplicity: 3. Its charge is +1. For the frontier orbital gap (spin up / spin down), the calculation gives 6.38 / 9.35 eV. The calculation puts the energy above the lowest of the compared OMol25 structures with the same formula, charge and spin at 1.5009 eV. For the HOMO energy (spin up / spin down), the calculation gives -0.370 / -0.526 hartree.

CARTESIAN COORDINATES (ANGSTROEM)
H 0.15466 -1.89804 -3.19388
C -0.26595 0.16317 -0.67373
N 0.38232 -2.54742 -2.53816
N -0.81168 0.37738 1.89181
H 0.69522 2.09503 -0.01963
H 0.56978 -0.92820 1.10187
H 1.79446 0.84560 -0.47840
H -0.22739 0.32405 2.75656
C 0.77822 1.05175 -0.15550
H -1.54802 1.10974 1.77225
O 0.54084 -2.89014 -0.23521
H 0.77391 -3.50018 -2.80312
C 0.06936 0.02284 0.77503
H -1.41487 -0.54720 1.87584
C 0.39763 -2.32500 -1.26014
H -1.07497 0.38711 -1.31615

Here are the Mulliken charges for atoms 1 to 8, given in e: 0.207 -0.494 -0.275 -0.297 0.295 0.368 0.207 0.388

=====

No. 4
The following is a DFT calculation (ωB97M-V/def2-TZVPD) of a structure of composition C21H43O16Tl.

As for the multiplicity: 1. Its charge is +2. For the frontier orbital gap, the calculation gives 1.92 eV. The calculation puts the energy above the lowest of the compared OMol25 structures with the same formula, charge and spin at 3.1329 eV. For the HOMO energy, the calculation gives -0.539 hartree.

CARTESIAN COORDINATES (ANGSTROEM)
H 9.45137 0.58272 -21.03315
H 4.87415 -2.41957 -18.52390
H 2.85818 -5.99394 -24.35838
C 4.32187 -3.32329 -20.40438
H 4.39230 3.80609 -23.41320
C 3.54233 -6.55312 -23.72013
C 4.66341 2.57608 -25.99839
C 6.53729 4.05900 -23.18210
H 8.63623 -0.60777 -17.46879
H 3.16084 -0.83823 -18.90778
H 5.79387 -3.90936 -18.78995
O 1.95397 1.18951 -21.26280
Tl 4.00087 -1.44390 -24.84052
H 6.48699 1.11674 -22.28994
O 1.25234 2.73247 -22.72211
H 10.59021 1.12106 -19.89270
H 7.11121 -0.95373 -15.69393
C 5.29434 3.33134 -23.79924
C 4.82555 -3.42934 -18.93143
C 10.63179 -3.05744 -19.52411
C 10.48902 0.43518 -20.73379
O 2.81164 1.08054 -23.39083
C 7.65431 -0.97092 -17.77216
O 4.28023 1.43375 -25.63420
H 14.67259 0.37199 -25.02161
C 8.46161 -3.20422 -18.63920
O 8.27445 -4.39442 -18.90671
C 4.00545 -4.75243 -22.30301
H 1.77202 4.02053 -24.17501
H 15.61442 1.17279 -23.62647
C 12.58524 -0.05305 -21.65497
O 5.71862 -0.79206 -22.49811
C 2.08761 1.65843 -22.53749
O 3.62567 -6.06619 -22.42317
H 6.31425 0.38254 -16.60155
O 12.94866 -0.82278 -20.79670
H 5.93139 -1.39044 -16.74480
H 1.53729 -0.67861 -19.17419
H 3.84664 2.52382 -29.30423
O 11.41613 0.59064 -21.74991
H 5.03551 -2.69974 -20.94291
H 1.22661 2.34919 -24.79412
O 5.34577 3.54199 -25.24124
H 3.81667 0.76553 -20.61909
O 4.55340 3.04115 -27.28971
H 6.08156 0.40346 -20.86685
O 4.25949 -4.57914 -20.95213
C 15.20265 0.26860 -24.07479
H 3.25759 1.54828 -27.87362
H 3.34521 -2.84318 -20.34334
O 13.28235 0.21146 -22.79667
C 2.45152 -0.09225 -19.26625
H 5.20221 2.25950 -23.62382
C 6.54728 0.13716 -21.81569
H 16.11511 -0.30983 -24.21944
C 4.08046 2.10071 -28.32730
H 4.80648 1.29270 -28.41744
H 4.50851 -6.31711 -24.16612
H 4.22883 -4.02102 -18.23721
O 9.55074 -2.46188 -18.91385
H 10.51215 -0.55869 -20.28681
O 3.96807 -3.88099 -23.17592
H 7.53485 -0.24198 -21.55288
C 2.85341 0.26672 -20.72601
C 14.50459 -0.45647 -23.01528
H 10.71688 -4.14358 -19.49010
H 2.92375 -0.64428 -21.32035
H 7.59719 -0.45750 -18.73198
H 3.36676 -7.62869 -23.74044
H 2.44758 0.84047 -18.70224
H 6.37844 5.13554 -23.11939
H 0.06122 3.50017 -24.00607
O 7.51495 -2.37194 -18.00908
H 11.58501 -2.56660 -19.32776
H 10.64623 -2.89646 -20.60207
H 14.35151 -1.52167 -23.18857
H 7.36483 3.95148 -23.88333
H 15.11093 -0.28405 -22.12606
H 6.87208 3.60585 -22.24900
C 1.09659 3.16944 -24.08815
C 6.70909 -0.63204 -16.65462

Here are the Mulliken charges for atoms 1 to 8, given in e: -0.070 -0.045 0.278 0.531 0.056 -0.640 0.656 -1.246